Record 1
{"formula": "C10H35N9O8", "method": "wB97M-V/def2-TZVPD", "symbols": ["C", "O", "C", "C", "N", "C", "C", "O", "C", "H", "H", "H", "H", "H", "H", "H", "H", "H", "H", "H", "H", "H", "H", "H", "N", "C", "N", "O", "H", "H", "H", "H", "N", "C", "N", "O", "H", "H", "H", "H", "N", "C", "N", "O", "H", "H", "H", "H", "N", "C", "N", "O", "H", "H", "H", "H", "O", "H", "H", "O", "H", "H"], "coordinates": [[6.309, -1.493, -3.601], [5.142, -1.032, -2.983], [4.626, -1.915, -2.023], [3.456, -1.239, -1.321], [2.462, -0.826, -2.319], [1.497, 0.126, -1.759], [0.691, 0.813, -2.825], [1.504, 1.690, -3.569], [0.990, 2.998, -3.627], [7.105, -1.702, -2.878], [6.677, -0.714, -4.268], [6.091, -2.369, -4.223], [5.407, -2.126, -1.275], [4.300, -2.871, -2.458], [3.851, -0.333, -0.842], [3.065, -2.000, -0.650], [2.988, -0.260, -2.984], [1.917, 0.856, -1.050], [0.800, -0.444, -1.123], [-0.181, 1.295, -2.365], [0.208, 0.047, -3.450], [0.843, 3.428, -2.632], [0.035, 3.039, -4.168], [1.668, 3.632, -4.198], [-4.222, 0.592, 4.966], [-2.973, 0.113, 4.689], [-2.368, -0.614, 5.677], [-2.431, 0.264, 3.603], [-4.467, 0.837, 5.909], [-4.715, 1.050, 4.216], [-2.816, -0.811, 6.552], [-1.500, -1.059, 5.405], [0.645, -3.460, -0.290], [-0.537, -3.134, 0.277], [-1.671, -3.495, -0.409], [-0.648, -2.624, 1.394], [1.499, -3.108, 0.096], [0.675, -3.842, -1.218], [-1.688, -3.660, -1.398], [-2.503, -3.280, 0.111], [-4.653, -0.331, 0.370], [-4.902, 0.744, 1.178], [-3.994, 1.765, 1.072], [-5.847, 0.756, 1.951], [-5.249, -1.130, 0.464], [-3.799, -0.426, -0.151], [-3.140, 1.541, 0.584], [-4.240, 2.734, 1.122], [0.053, 2.617, 0.456], [-0.640, 3.648, -0.116], [0.015, 4.841, -0.162], [-1.786, 3.480, -0.515], [1.021, 2.674, 0.710], [-0.465, 1.748, 0.549], [0.960, 4.936, 0.162], [-0.362, 5.666, -0.590], [-1.200, 0.149, 1.142], [-0.773, -0.719, 1.088], [-1.805, 0.079, 1.902], [-0.494, -2.273, 4.259], [0.170, -2.960, 4.167], [-0.600, -1.909, 3.369]], "nbo_charge": [-0.243, -0.546, -0.059, -0.226, -0.629, -0.237, -0.082, -0.550, -0.244, 0.165, 0.195, 0.167, 0.164, 0.163, 0.178, 0.168, 0.373, 0.167, 0.181, 0.195, 0.174, 0.170, 0.168, 0.187, -0.849, 0.796, -0.854, -0.725, 0.382, 0.428, 0.384, 0.439, -0.821, 0.787, -0.844, -0.725, 0.407, 0.397, 0.396, 0.415, -0.853, 0.780, -0.848, -0.684, 0.397, 0.392, 0.403, 0.411, -0.868, 0.772, -0.849, -0.689, 0.381, 0.447, 0.382, 0.405, -1.016, 0.490, 0.523, -0.969, 0.475, 0.505], "smiles": "COCCNCCOC.NC(N)=O.NC(N)=O.NC(N)=O.NC(N)=O.O.O", "gap_ev": 9.49, "relative_energy_ev": 0.218, "charge": 0}



Record 2
{"formula": "C7H11ISSi", "method": "wB97M-V/def2-TZVPD", "symbols": ["C", "C", "C", "C", "C", "C", "C", "Si", "S", "I", "H", "H", "H", "H", "H", "H", "H", "H", "H", "H", "H"], "coordinates": [[-3.196, -2.058, -0.237], [-1.995, -2.794, -0.293], [-3.254, -0.717, -0.228], [-0.381, -0.657, 0.292], [2.255, 0.294, 1.624], [0.000, 2.380, -0.064], [2.008, 0.611, -1.306], [0.929, 0.610, 0.278], [-0.385, -2.108, -0.401], [-4.204, 0.791, 0.676], [-4.033, -2.618, -0.162], [-1.961, -3.893, -0.528], [1.888, 0.157, 2.598], [2.668, -0.680, 1.288], [3.119, 1.007, 1.455], [-0.959, 2.280, -0.531], [-0.105, 2.957, 0.874], [0.787, 2.907, -0.710], [3.080, 1.103, -1.067], [2.327, -0.404, -1.339], [1.410, 0.830, -2.217]], "nbo_charge": [-0.408, -0.442, -0.131, -0.828, -1.069, -1.031, -1.118, 1.522, 0.616, 0.315, 0.245, 0.227, 0.238, 0.235, 0.246, 0.235, 0.224, 0.227, 0.237, 0.215, 0.243], "gap_ev": [6.97, 6.34], "relative_energy_ev": 4.383, "charge": 0}



Record 3
{"formula": "C35H25Cl5F13LuN7OS4", "method": "wB97M-V/def2-TZVPD", "symbols": ["Lu", "C", "N", "C", "C", "N", "C", "C", "F", "C", "F", "C", "F", "C", "F", "C", "F", "C", "C", "N", "C", "C", "F", "C", "F", "C", "F", "C", "F", "C", "F", "H", "H", "H", "H", "H", "H", "H", "H", "H", "H", "H", "Cl", "C", "C", "Cl", "C", "Cl", "C", "O", "C", "Cl", "C", "Cl", "F", "C", "F", "F", "C", "C", "C", "C", "N", "C", "S", "H", "H", "H", "S", "C", "N", "C", "C", "N", "H", "H", "H", "H", "H", "H", "S", "C", "N", "C", "C", "S", "H", "H", "H", "H", "H"], "coordinates": [[0.103, 0.653, -0.356], [-2.336, -2.735, -0.215], [-2.131, -1.291, -0.333], [-2.565, -0.869, -1.668], [-1.535, -1.263, -2.699], [-0.327, -0.475, -2.491], [0.485, -0.349, -3.565], [1.330, 0.771, -3.649], [1.243, 1.644, -2.635], [2.172, 1.063, -4.687], [2.905, 2.181, -4.672], [2.238, 0.209, -5.771], [3.050, 0.469, -6.810], [1.442, -0.913, -5.753], [1.497, -1.768, -6.784], [0.598, -1.187, -4.690], [-0.085, -2.354, -4.754], [-2.869, -0.597, 0.722], [-2.124, -0.658, 2.030], [-0.851, 0.028, 1.900], [-0.222, 0.351, 3.031], [-0.512, -0.007, 4.373], [-1.453, -0.941, 4.662], [0.143, 0.546, 5.456], [-0.229, 0.193, 6.695], [1.152, 1.469, 5.300], [1.724, 2.064, 6.365], [1.526, 1.800, 4.012], [2.473, 2.719, 3.811], [0.884, 1.219, 2.955], [1.287, 1.537, 1.708], [-3.368, -2.993, -0.496], [-2.178, -3.067, 0.809], [-1.654, -3.283, -0.862], [-2.663, 0.214, -1.683], [-3.542, -1.309, -1.920], [-1.967, -1.054, -3.684], [-1.350, -2.341, -2.661], [-3.878, -1.022, 0.847], [-2.977, 0.453, 0.442], [-2.005, -1.698, 2.354], [-2.761, -0.175, 2.782], [-0.658, 7.343, -3.579], [-0.855, 5.777, -2.877], [0.120, 5.259, -2.027], [1.532, 6.177, -1.653], [-0.048, 4.003, -1.473], [1.126, 3.332, -0.390], [-1.160, 3.186, -1.750], [-1.281, 2.002, -1.249], [-2.132, 3.741, -2.602], [-3.522, 2.771, -2.934], [-1.987, 5.008, -3.150], [-3.216, 5.640, -4.183], [4.025, -2.061, -2.834], [4.125, -2.752, -1.697], [4.457, -4.025, -2.046], [5.198, -2.264, -1.021], [2.879, -2.741, -0.862], [2.318, -3.942, -0.479], [1.189, -3.956, 0.332], [0.635, -2.738, 0.668], [1.111, -1.573, 0.251], [2.260, -1.526, -0.464], [2.846, 0.041, -0.798], [2.768, -4.871, -0.802], [0.744, -4.883, 0.673], [-0.236, -2.674, 1.311], [-1.984, 3.082, 1.452], [-1.731, 3.398, 3.068], [-0.789, 4.218, 3.585], [-0.793, 4.285, 5.043], [-1.958, 3.340, 5.414], [-2.418, 2.882, 4.107], [-0.074, 4.615, 3.004], [-0.976, 5.303, 5.386], [0.154, 3.945, 5.462], [-2.748, 3.865, 5.952], [-1.619, 2.504, 6.028], [-3.211, 2.286, 3.959], [4.157, 0.184, 2.686], [4.024, -1.443, 2.782], [4.821, -2.342, 2.173], [4.531, -3.757, 2.321], [3.669, -3.881, 3.575], [2.801, -2.287, 3.732], [5.460, -2.003, 1.470], [5.460, -4.317, 2.428], [3.998, -4.136, 1.448], [4.274, -4.029, 4.468], [2.938, -4.683, 3.492]], "mulliken_charge": [0.399, -1.589, 1.290, -1.236, -0.927, 0.688, 0.063, -0.498, 0.328, -0.187, -0.323, 0.735, -0.353, -0.016, -0.346, 0.122, -0.376, -1.169, -1.205, 1.043, -1.274, 0.585, -0.483, -0.078, -0.440, 0.829, -0.452, -0.494, -0.431, 1.129, 0.068, 0.365, 0.511, 0.206, -0.095, 0.553, 0.651, 0.325, 0.460, 0.120, 0.372, 0.455, -0.224, 0.328, -0.041, -0.216, 1.141, -0.185, -1.677, 0.738, 0.291, -0.216, 0.178, -0.219, -0.158, 0.002, -0.355, -0.249, -0.649, -0.509, -1.305, -0.616, 0.749, 1.583, -0.424, 0.502, 0.486, 0.495, -0.033, -0.470, -0.025, -0.472, -0.321, -0.003, 0.237, 0.353, 0.173, 0.361, 0.094, 0.232, -0.276, 0.165, -0.165, -0.187, -0.716, -0.044, 0.266, 0.420, -0.136, 0.387, 0.384], "gap_ev": 6.59, "relative_energy_ev": 0.732, "charge": -1}



Record 4
{"formula": "C27H33AuIN8", "method": "wB97M-V/def2-TZVPD", "symbols": ["Au", "C", "N", "C", "C", "N", "C", "C", "C", "C", "C", "C", "N", "C", "N", "C", "C", "C", "C", "C", "C", "N", "H", "H", "H", "H", "H", "H", "H", "H", "H", "H", "H", "H", "H", "H", "H", "I", "C", "C", "C", "C", "N", "C", "H", "H", "H", "H", "C", "C", "N", "C", "C", "C", "C", "N", "H", "H", "H", "H", "H", "H", "H", "H", "H", "H", "H", "H", "H", "H"], "coordinates": [[-0.601, 0.536, 0.291], [-3.051, -0.073, -1.591], [-1.678, 0.399, -1.858], [-0.933, -0.439, -2.825], [-0.035, -1.399, -2.113], [0.501, -1.097, -0.961], [1.404, -2.131, -0.666], [2.297, -2.305, 0.390], [3.088, -3.433, 0.374], [3.007, -4.373, -0.669], [2.145, -4.205, -1.729], [1.351, -3.063, -1.702], [0.417, -2.562, -2.608], [-3.110, -0.781, -0.286], [-2.122, -0.801, 0.601], [-2.594, -1.533, 1.721], [-2.000, -1.945, 2.913], [-2.777, -2.661, 3.798], [-4.116, -2.985, 3.520], [-4.700, -2.626, 2.327], [-3.905, -1.907, 1.442], [-4.185, -1.416, 0.169], [-3.387, -0.742, -2.386], [-3.741, 0.773, -1.577], [-1.715, 1.345, -2.218], [-0.306, 0.217, -3.430], [-1.610, -0.948, -3.513], [2.402, -1.565, 1.173], [3.799, -3.597, 1.172], [3.649, -5.242, -0.644], [2.104, -4.918, -2.542], [0.165, -2.979, -3.491], [-0.962, -1.762, 3.135], [-2.339, -3.000, 4.728], [-4.690, -3.541, 4.248], [-5.719, -2.898, 2.086], [-5.051, -1.547, -0.334], [2.101, -0.747, 5.309], [0.629, 0.313, 4.327], [-0.246, 1.163, 4.997], [-1.223, 1.842, 4.282], [-1.308, 1.672, 2.917], [-0.456, 0.845, 2.282], [0.492, 0.173, 2.956], [-0.163, 1.296, 6.069], [-1.917, 2.507, 4.778], [-2.050, 2.183, 2.320], [1.139, -0.477, 2.386], [0.620, 5.559, -2.639], [1.808, 4.954, -1.905], [1.410, 4.137, -0.730], [1.378, 4.817, 0.580], [0.032, 5.455, 0.913], [1.005, 2.895, -0.865], [1.204, 2.177, -2.162], [0.480, 2.218, 0.162], [0.978, 6.100, -3.514], [0.077, 6.265, -2.013], [-0.082, 4.795, -2.980], [2.456, 5.741, -1.526], [2.411, 4.346, -2.575], [2.159, 5.573, 0.553], [1.684, 4.102, 1.346], [-0.131, 6.363, 0.337], [0.008, 5.729, 1.968], [-0.801, 4.777, 0.710], [2.234, 2.294, -2.495], [0.560, 2.573, -2.949], [1.025, 1.117, -2.014], [0.466, 2.706, 1.044]], "nbo_charge": [1.490, -0.286, -0.614, -0.269, 0.379, -0.600, 0.055, -0.214, -0.178, -0.165, -0.227, 0.169, -0.507, 0.421, -0.543, 0.151, -0.255, -0.159, -0.161, -0.203, 0.099, -0.472, 0.248, 0.264, 0.420, 0.250, 0.239, 0.203, 0.243, 0.251, 0.250, 0.448, 0.220, 0.246, 0.257, 0.256, 0.456, 0.342, -0.203, -0.123, -0.205, 0.037, -0.466, 0.004, 0.273, 0.274, 0.238, 0.242, -0.620, -0.217, -0.331, -0.228, -0.629, 0.549, -0.691, -0.835, 0.259, 0.227, 0.195, 0.237, 0.220, 0.248, 0.198, 0.242, 0.246, 0.196, 0.279, 0.249, 0.231, 0.400], "gap_ev": 5.84, "relative_energy_ev": 0.386, "charge": 3}



Record 5
{"formula": "C3H14NO4", "method": "wB97M-V/def2-TZVPD", "symbols": ["C", "C", "C", "N", "H", "H", "H", "H", "H", "H", "H", "H", "O", "H", "H", "O", "H", "H", "O", "H", "H", "O"], "coordinates": [[-2.031, -0.219, -0.249], [-2.934, 0.709, -0.560], [-0.319, 0.395, -1.762], [-0.650, -0.090, -0.621], [-2.196, -0.965, 0.510], [-2.972, 1.470, -1.332], [-3.911, 0.612, -0.096], [0.681, 0.650, -2.071], [-1.117, 0.578, -2.473], [0.054, -0.572, -0.049], [1.916, -2.277, 1.294], [2.108, -0.908, 0.881], [1.539, -1.688, 0.657], [0.549, -2.378, -2.385], [1.782, -2.081, -1.723], [1.060, -1.599, -2.119], [1.675, 0.615, 2.286], [2.786, 1.090, 1.406], [2.575, 0.390, 2.006], [-0.242, 2.082, 2.924], [-0.302, 2.450, 1.428], [-0.050, 1.737, 2.047]], "nbo_charge": [-0.063, -0.343, 0.160, -0.445, 0.242, 0.224, 0.239, 0.243, 0.211, 0.489, 0.492, 0.498, -1.006, 0.483, 0.501, -0.964, 0.499, 0.475, -0.943, 0.496, 0.486, -0.973], "gap_ev": 9.77, "relative_energy_ev": 2.197, "charge": 1}



Record 6
{"formula": "C16H31BF4GeMoNS2Si3", "method": "wB97M-V/def2-TZVPD", "symbols": ["Mo", "S", "C", "N", "C", "C", "C", "C", "C", "C", "S", "H", "H", "H", "H", "F", "B", "F", "F", "F", "C", "Si", "C", "C", "Ge", "Si", "C", "C", "C", "Si", "C", "C", "C", "H", "H", "H", "H", "H", "H", "H", "H", "H", "H", "H", "H", "H", "H", "H", "H", "H", "H", "H", "H", "H", "H", "H", "H", "H", "H", "H"], "coordinates": [[-0.111, -0.795, 1.774], [1.696, -1.548, 0.272], [0.303, -2.473, -0.311], [-0.825, -2.162, 0.287], [-1.872, -2.976, -0.134], [-3.195, -2.931, 0.303], [-4.081, -3.835, -0.240], [-3.670, -4.770, -1.201], [-2.363, -4.825, -1.638], [-1.464, -3.913, -1.090], [0.240, -3.754, -1.418], [-3.510, -2.218, 1.054], [-5.113, -3.831, 0.085], [-4.391, -5.469, -1.602], [-2.049, -5.554, -2.372], [0.884, 0.023, 3.370], [1.051, -1.156, 4.224], [0.465, -0.888, 5.388], [2.336, -1.531, 4.177], [0.220, -2.117, 3.421], [3.771, 2.715, -0.490], [2.934, 1.837, 0.917], [2.274, 2.993, 2.211], [3.954, 0.458, 1.632], [1.032, 0.693, -0.211], [0.524, 0.720, -2.627], [2.183, 0.217, -3.301], [0.099, 2.487, -3.019], [-0.831, -0.486, -3.082], [-1.434, 1.200, 0.754], [-1.971, 0.595, 2.513], [-1.055, 3.012, 0.824], [-2.721, 0.758, -0.499], [4.609, 3.296, -0.094], [3.104, 3.415, -0.998], [4.177, 2.019, -1.225], [3.134, 3.397, 2.755], [1.641, 2.491, 2.943], [1.740, 3.841, 1.783], [4.827, 0.910, 2.114], [4.336, -0.227, 0.872], [3.434, -0.114, 2.403], [2.972, 0.911, -3.010], [2.131, 0.220, -4.394], [2.473, -0.789, -2.991], [0.885, 3.175, -2.704], [-0.846, 2.813, -2.580], [0.000, 2.584, -4.104], [-1.033, -1.248, -2.330], [-0.544, -1.001, -4.002], [-1.765, 0.040, -3.282], [-1.581, 1.246, 3.296], [-1.932, -0.444, 2.914], [-3.055, 0.723, 2.440], [-0.493, 3.281, 1.717], [-2.003, 3.557, 0.832], [-0.502, 3.355, -0.055], [-2.773, -0.305, -0.728], [-2.549, 1.307, -1.426], [-3.697, 1.073, -0.119]], "mulliken_spin": [2.877, -0.003, 0.076, -0.033, 0.016, -0.018, 0.004, -0.002, 0.005, -0.005, 0.028, 0.001, 0.000, 0.000, 0.000, 0.014, 0.009, 0.000, 0.001, 0.018, 0.000, 0.024, -0.001, 0.000, -0.049, 0.011, -0.004, 0.001, 0.006, -0.058, 0.106, -0.007, 0.015, 0.001, 0.000, 0.000, 0.000, 0.002, 0.000, 0.000, 0.000, 0.001, 0.001, -0.001, 0.002, 0.000, 0.000, 0.000, -0.002, 0.001, -0.001, 0.020, -0.056, 0.000, 0.003, -0.003, 0.002, -0.006, 0.002, 0.002], "gap_ev": [7.49, 7.26], "relative_energy_ev": 0.095, "charge": 2, "multiplicity": 4}